Record 1
2 unconnected molecules or ions with the total composition NO4P at a distorted geometry, computed with wB97M-V/def2-TZVPD.

Values from the calculation:
energy relative to the best compared isomer or geometry (same formula, charge and spin) = 28.8 kcal per mole
Kohn-Sham gap = 6.6 eV
lowest unoccupied orbital energy = 7.7116 eV
total charge = -2
calculated total energy = -18966.598 eV

Geometry as XYZ:
```
6
NO4P, DFT wB97M-V/def2-TZVPD
N -0.41 0.26 1.07
O -0.57 -0.25 -1.87
O 1.81 0.29 -1.48
O 0.19 -0.32 2.02
O -1.64 0.54 1.25
P 0.63 -0.52 -0.98
```

Atom-resolved charges from natural (NBO), all expressed in e: 0.2641, -1.2253, -1.2382, -0.5887, -0.5901, 1.3783

=====

Record 2
A gas-phase ion, NO4P (charge -2) at a distorted geometry, computed with wB97M-V/def2-TZVPD.

Values from the calculation:
energy relative to the best compared isomer or geometry (same formula, charge and spin) = 79.4 kcal per mole
<S²> = 2.02
Kohn-Sham gap (spin up / spin down) = 6.0 / 6.4 eV
lowest unoccupied orbital energy (spin up / spin down) = 7.6759 / 7.7042 eV
total charge = -2
calculated total energy = -18964.123 eV
multiplicity = 3

Geometry as XYZ:
```
6
NO4P, DFT wB97M-V/def2-TZVPD
N 0.49 -0.80 -0.71
O -1.41 0.26 1.29
O -0.01 -1.81 -1.58
O 1.20 0.88 1.03
O -0.26 1.17 -0.64
P 0.01 0.30 0.61
```

Atom-resolved charges from natural (NBO), all expressed in e: -0.2803, -1.1637, -0.5673, -1.1763, -1.1571, 2.3447